{"formula": "C3H6O3", "method": "ωB97M-V/def2-TZVPD", "symbols": ["C", "C", "C", "O", "O", "O", "H", "H", "H", "H", "H", "H"], "coordinates": [[-0.8987, -0.4782, -0.0062], [1.5506, 0.3430, 0.2332], [0.1562, -0.0163, 0.8977], [-1.9754, 0.2935, -1.8044], [-1.1350, 0.6267, -0.7406], [-1.5460, -1.4972, -0.1108], [1.6040, 0.7380, -0.7674], [2.1229, -0.5972, -0.0497], [2.1303, 1.1277, 0.8464], [0.0448, 0.8875, 1.4352], [0.4501, -0.9372, 1.5962], [-2.5038, -0.4903, -1.5297]], "atomic_forces_ev_per_a": [[-0.91, 0.82, 0.13], [1.36, -0.84, -0.42], [4.34, -3.26, 1.63], [-1.04, 0.44, -1.39], [-0.68, -0.83, -0.67], [1.04, 0.69, 0.18], [-1.18, 0.82, -0.43], [-0.22, 0.92, 1.37], [-0.75, -1.78, -0.60], [-1.51, 0.52, 0.80], [-1.00, 2.24, -1.03], [0.56, 0.27, 0.43]], "nbo_charge": [0.764, -0.611, -0.532, -0.431, -0.238, -0.586, 0.225, 0.215, 0.222, 0.259, 0.234, 0.479], "lumo_ev": 0.7581, "smiles": "CCC(=O)OO", "total_charge": 0, "orbital_gap_ha": 0.423, "relative_energy_kj_mol": 378.54}